Computed, not measured: C39H98N7O17V as an isolated structure at a distorted geometry, with ωB97M-V/def2-TZVPD.

CARTESIAN COORDINATES (ANGSTROEM)
O -11.814 24.758 -3.825
V -12.937 25.192 -2.713
O -14.381 24.759 -3.275
O -11.967 29.072 -1.866
C -12.377 27.882 -2.121
O -11.903 26.906 -1.483
O -13.157 27.537 -3.016
H -11.295 28.907 -1.201
C -13.166 31.249 -4.157
O -13.896 32.483 -4.327
C -15.007 32.429 -5.261
C -15.341 33.897 -5.544
N -14.280 34.485 -6.319
C -14.482 35.939 -6.494
C -13.311 36.579 -7.144
O -12.196 36.515 -6.237
C -11.030 37.167 -6.772
H -12.559 31.098 -5.049
H -13.742 30.346 -3.952
H -12.495 31.390 -3.310
H -15.856 31.834 -4.924
H -14.621 31.901 -6.133
H -15.553 34.470 -4.641
H -16.253 33.959 -6.136
H -13.402 34.285 -5.863
H -14.789 36.324 -5.521
H -15.317 36.161 -7.159
H -13.506 37.619 -7.407
H -13.046 35.993 -8.024
H -10.633 36.711 -7.679
H -10.379 36.941 -5.928
H -11.191 38.245 -6.762
C -13.671 36.193 2.831
O -13.130 34.998 2.392
C -12.180 35.075 1.387
C -11.783 33.666 1.031
N -10.982 33.628 -0.159
C -10.460 32.288 -0.359
C -9.670 32.275 -1.689
O -9.370 30.860 -1.888
C -8.816 30.619 -3.221
H -14.195 36.526 1.935
H -12.851 36.860 3.099
H -14.346 36.018 3.669
H -11.311 35.697 1.601
H -12.681 35.477 0.507
H -12.688 33.065 0.946
H -11.100 33.388 1.834
H -11.396 34.084 -0.959
H -11.277 31.573 -0.459
H -9.852 32.058 0.516
H -8.678 32.726 -1.676
H -10.220 32.619 -2.565
H -8.027 31.346 -3.413
H -9.594 30.815 -3.959
H -8.494 29.608 -3.470
C -12.560 28.815 1.875
O -13.892 29.315 2.146
C -13.751 30.490 3.055
C -14.861 31.516 2.992
N -14.997 32.240 4.225
C -16.233 33.054 4.228
C -16.623 33.670 5.557
O -15.647 34.659 5.957
C -16.119 35.962 5.720
H -12.649 27.828 1.420
H -11.868 28.630 2.696
H -12.042 29.351 1.080
H -12.779 30.979 2.986
H -13.627 30.143 4.080
H -15.786 30.998 2.738
H -14.678 32.232 2.190
H -14.128 32.700 4.458
H -16.969 32.268 4.056
H -16.215 33.814 3.448
H -16.602 32.826 6.246
H -17.626 34.089 5.636
H -16.983 36.153 6.356
H -16.365 36.130 4.671
H -15.384 36.722 5.984
C -18.997 27.480 -0.906
O -18.226 28.429 -1.658
C -18.896 28.937 -2.808
C -17.872 29.351 -3.848
N -17.064 28.151 -4.135
C -15.913 28.346 -5.002
C -16.190 29.032 -6.311
O -16.945 28.193 -7.166
C -16.468 28.161 -8.484
H -19.800 28.069 -0.463
H -18.468 26.931 -0.127
H -19.506 26.698 -1.469
H -19.526 29.808 -2.627
H -19.569 28.257 -3.330
H -17.224 30.144 -3.476
H -18.346 29.721 -4.757
H -17.020 27.560 -3.317
H -15.507 27.339 -5.102
H -15.115 28.845 -4.452
H -15.192 29.296 -6.662
H -16.756 29.960 -6.232
H -17.084 27.475 -9.065
H -15.423 27.866 -8.588
H -16.636 29.104 -9.004
C -4.376 22.973 -1.944
O -5.326 24.006 -2.162
C -6.646 23.453 -2.471
C -7.549 24.681 -2.789
N -7.753 25.542 -1.580
C -7.824 26.940 -1.962
C -7.965 27.740 -0.675
O -6.981 27.615 0.298
C -7.361 28.431 1.404
H -4.609 22.731 -0.907
H -3.347 23.330 -1.987
H -4.419 22.133 -2.637
H -7.034 22.875 -1.632
H -6.622 22.878 -3.396
H -8.484 24.353 -3.245
H -7.086 25.225 -3.613
H -6.939 25.507 -0.982
H -8.644 27.317 -2.573
H -6.892 27.189 -2.469
H -9.001 27.607 -0.362
H -7.919 28.785 -0.980
H -8.169 27.966 1.971
H -7.691 29.451 1.210
H -6.548 28.446 2.130
C -10.773 25.171 2.726
C -9.644 25.280 1.729
C -8.430 24.363 2.085
O -7.873 24.821 3.287
C -6.830 24.004 3.814
N -10.174 25.022 0.366
H -11.383 24.270 2.660
H -11.445 26.013 2.560
H -10.432 25.229 3.760
H -9.257 26.298 1.758
H -7.676 24.357 1.298
H -8.726 23.318 2.177
H -6.428 24.408 4.744
H -5.997 23.895 3.120
H -7.200 23.001 4.027
H -10.792 25.797 0.171
H -9.383 25.081 -0.260
C -13.244 22.403 0.488
C -13.498 23.554 -0.484
C -13.913 24.825 0.269
O -14.573 25.603 -0.703
C -15.043 26.885 -0.286
N -12.189 23.808 -1.126
H -12.721 21.580 0.002
H -14.157 21.970 0.898
H -12.632 22.714 1.335
H -14.345 23.227 -1.087
H -13.092 25.392 0.707
H -14.677 24.588 1.009
H -15.604 26.599 0.604
H -15.713 27.311 -1.032
H -14.264 27.616 -0.071
H -11.815 22.913 -1.407
H -11.500 24.160 -0.477

Calculated values
Gap between HOMO and LUMO: 7.7 eV
Total charge: 0
M: 988.2 Da
E_tot: -4150.8238 Ha
LUMO: 0.15 eV
ΔE to the lowest compared entry with this formula, charge and spin: 323.40 kJ/mol
Highest occupied orbital energy: -7.590 eV